(1)
Formula: C4H13NO3
Source: OMol25
Level of theory: ωB97M-V/def2-TZVPD

* HOMO-LUMO gap: 9.2597 eV
* SMILES: OCCCNCO.O

Geometry (Å):
O: -2.175 0.941 -0.362
C: -1.853 -0.449 -0.703
C: -0.610 -0.342 -1.595
C: 0.730 -0.014 -0.876
N: 0.643 0.199 0.556
C: 0.856 1.493 1.088
O: 2.228 1.727 1.439
H: -1.709 1.185 0.450
H: -2.731 -0.699 -1.288
H: -1.679 -1.016 0.203
H: -0.506 -1.218 -2.258
H: -0.867 0.414 -2.338
H: 1.405 -0.848 -1.030
H: 1.088 0.906 -1.329
H: 0.162 -0.507 1.082
H: 0.474 2.268 0.415
H: 0.350 1.576 2.025
H: 2.740 1.349 0.717
O: 0.074 -2.828 0.427
H: 0.867 -3.341 0.602
H: -0.349 -3.166 -0.367

Forces on atoms 1 to 6 (eV/Å):
-0.084 -0.421 0.607
0.655 2.438 -0.495
-0.466 -0.711 -0.623
-0.927 -0.296 0.218
-0.167 0.274 -0.522
0.328 -0.495 0.227

The net atomic charges from Mulliken, expressed in e, are: atom 1 (O): -0.5616, atom 2 (C): -0.6221, atom 3 (C): -0.5897, atom 4 (C): -0.4864, atom 5 (N): -0.2060, atom 6 (C): -0.6710, atom 7 (O): -0.5337, atom 8 (H): 0.3066, atom 9 (H): 0.3258, atom 10 (H): 0.3543, atom 11 (H): 0.3533, atom 12 (H): 0.4261, atom 13 (H): 0.2743, atom 14 (H): 0.3632, atom 15 (H): 0.1812, atom 16 (H): 0.3932, atom 17 (H): 0.3699, atom 18 (H): 0.3154, atom 19 (O): -0.5889, atom 20 (H): 0.2839, atom 21 (H): 0.3122

***

(2)
Formula: C5H9N2
Source: OMol25
Level of theory: ωB97M-V/def2-TZVPD

* total charge: +1
* HOMO-LUMO gap: 9.1954 eV

Geometry (Å):
C: 1.614 -0.665 0.309
C: 0.848 -1.672 0.099
C: 1.218 0.691 -0.191
C: -1.231 -1.043 -0.552
C: -1.332 0.414 -0.233
N: -1.937 -0.586 0.534
N: -0.134 1.017 0.397
H: 2.618 -0.604 0.752
H: 0.834 -2.795 0.370
H: 1.952 1.357 0.143
H: 1.065 0.639 -1.219
H: -1.388 -1.544 -1.471
H: -1.846 1.271 -0.783
H: -2.459 -0.869 1.394
H: -0.065 0.626 1.430
H: -0.246 2.108 0.389

Forces on atoms 1 to 6 (eV/Å):
1.916 1.540 0.086
-4.656 -2.915 -0.471
-1.227 -1.672 1.099
4.128 0.304 2.160
-0.778 0.706 -0.160
-1.191 -0.721 -0.158

The net atomic charges from Mulliken, expressed in e, are: atom 1 (C): -0.4459, atom 2 (C): -0.2761, atom 3 (C): -0.4993, atom 4 (C): -0.3327, atom 5 (C): -0.0376, atom 6 (N): -0.3718, atom 7 (N): -0.2407, atom 8 (H): 0.3348, atom 9 (H): 0.3200, atom 10 (H): 0.4403, atom 11 (H): 0.3101, atom 12 (H): 0.3368, atom 13 (H): 0.3084, atom 14 (H): 0.2935, atom 15 (H): 0.4419, atom 16 (H): 0.4183

***

(3)
Formula: C41H36BiN3OPSSe
Source: OMol25
Level of theory: ωB97M-V/def2-TZVPD

* total charge: -1
* HOMO-LUMO gap: 6.4776 eV

Geometry (Å):
Bi: 1.016 -0.212 -0.841
C: -3.724 3.143 3.988
C: -2.279 3.194 4.408
C: -1.946 3.975 5.515
C: -0.640 4.117 5.951
C: 0.381 3.474 5.270
C: 0.070 2.692 4.171
C: -1.246 2.521 3.734
P: -1.343 1.429 2.246
C: -3.001 0.648 2.484
C: -3.008 -0.082 3.683
C: -4.055 -0.911 4.030
C: -5.116 -1.072 3.150
C: -5.120 -0.365 1.964
C: -4.090 0.510 1.612
C: -4.234 1.277 0.324
C: -1.342 2.723 0.948
C: -1.410 4.077 1.280
C: -1.218 5.063 0.326
C: -0.951 4.707 -0.982
C: -0.884 3.373 -1.336
C: -1.055 2.351 -0.399
C: -0.973 0.945 -0.889
H: -4.244 4.034 4.341
H: -4.224 2.270 4.412
H: -3.816 3.087 2.905
H: -2.738 4.504 6.034
H: -0.422 4.736 6.812
H: 1.410 3.583 5.589
H: 0.857 2.197 3.618
H: -2.157 0.015 4.352
H: -4.038 -1.439 4.977
H: -5.932 -1.743 3.392
H: -5.948 -0.486 1.274
H: -5.257 1.640 0.212
H: -4.018 0.639 -0.536
H: -3.561 2.128 0.292
H: -1.615 4.379 2.298
H: -1.274 6.108 0.605
H: -0.788 5.470 -1.733
H: -0.662 3.108 -2.363
H: -1.203 0.893 -1.952
H: -1.643 0.287 -0.339
O: 1.717 0.294 1.209
C: 2.160 -0.520 2.133
C: 3.320 -0.134 2.843
C: 3.847 -0.902 3.855
C: 3.239 -2.102 4.221
C: 2.097 -2.497 3.559
C: 1.531 -1.732 2.532
C: 0.330 -2.196 1.858
N: -0.147 -1.721 0.725
C: -1.242 -2.468 0.378
C: -1.449 -3.415 1.330
N: -0.448 -3.236 2.259
H: 3.788 0.794 2.542
H: 4.747 -0.575 4.362
H: 3.657 -2.713 5.010
H: 1.634 -3.439 3.831
H: -1.788 -2.261 -0.528
H: -2.191 -4.186 1.424
H: -0.384 -3.724 3.133
Se: -0.690 -1.607 -3.295
C: -1.551 -3.155 -3.961
C: -2.176 -3.154 -5.211
C: -2.740 -4.325 -5.684
N: -2.742 -5.479 -5.017
C: -2.169 -5.467 -3.814
C: -1.574 -4.355 -3.245
H: -2.204 -2.248 -5.802
H: -3.214 -4.350 -6.662
H: -2.183 -6.416 -3.283
H: -1.121 -4.417 -2.264
S: 2.491 1.845 -1.325
C: 3.426 0.931 -2.527
C: 4.786 0.697 -2.336
C: 5.519 0.009 -3.291
C: 4.907 -0.458 -4.447
C: 3.549 -0.248 -4.633
C: 2.812 0.439 -3.680
H: 5.262 1.054 -1.431
H: 6.573 -0.177 -3.124
H: 5.483 -0.991 -5.194
H: 3.051 -0.627 -5.517
H: 1.751 0.599 -3.832

Forces on atoms 1 to 6 (eV/Å):
0.033 -0.068 0.193
0.074 0.036 0.010
0.059 -0.046 0.064
-0.044 0.036 0.000
0.013 -0.021 0.023
0.043 0.084 0.020

The net atomic charges from Mulliken, expressed in e, are: atom 1 (Bi): 0.9061, atom 2 (C): -1.7740, atom 3 (C): 1.6785, atom 4 (C): -0.6708, atom 5 (C): -0.6431, atom 6 (C): -0.6789, atom 7 (C): -1.2262, atom 8 (C): -0.5746, atom 9 (P): 2.0182, atom 10 (C): 0.6596, atom 11 (C): -1.0400, atom 12 (C): -0.8771, atom 13 (C): -0.6591, atom 14 (C): -0.6602, atom 15 (C): 1.4759, atom 16 (C): -2.2323, atom 17 (C): 0.4625, atom 18 (C): -0.7080, atom 19 (C): -0.8647, atom 20 (C): -0.7849, atom 21 (C): -0.4331, atom 22 (C): 0.7211, atom 23 (C): -1.2607, atom 24 (H): 0.5532, atom 25 (H): 0.2972, atom 26 (H): 0.2119, atom 27 (H): 0.4112, atom 28 (H): 0.3677, atom 29 (H): 0.4326, atom 30 (H): 0.4717, atom 31 (H): 0.4253, atom 32 (H): 0.4351, atom 33 (H): 0.3892, atom 34 (H): 0.4095, atom 35 (H): 0.6035, atom 36 (H): 0.3942, atom 37 (H): 0.2567, atom 38 (H): 0.3382, atom 39 (H): 0.4002, atom 40 (H): 0.3593, atom 41 (H): 0.3908, atom 42 (H): 0.8473, atom 43 (H): -0.2497, atom 44 (O): -0.1720, atom 45 (C): 0.1389, atom 46 (C): -0.4973, atom 47 (C): -0.4786, atom 48 (C): -0.7738, atom 49 (C): -0.8008, atom 50 (C): 0.1337, atom 51 (C): 0.5312, atom 52 (N): 0.4970, atom 53 (C): -0.5597, atom 54 (C): -1.2245, atom 55 (N): -0.0763, atom 56 (H): 0.5395, atom 57 (H): 0.3871, atom 58 (H): 0.3841, atom 59 (H): 0.3089, atom 60 (H): 0.6687, atom 61 (H): 0.4639, atom 62 (H): 0.2139, atom 63 (Se): -0.3914, atom 64 (C): 0.1243, atom 65 (C): -0.3660, atom 66 (C): -0.2889, atom 67 (N): -0.6472, atom 68 (C): -0.3075, atom 69 (C): -0.2536, atom 70 (H): 0.3601, atom 71 (H): 0.3290, atom 72 (H): 0.3301, atom 73 (H): 0.3504, atom 74 (S): -0.3871, atom 75 (C): 0.1519, atom 76 (C): -0.5460, atom 77 (C): -0.4141, atom 78 (C): -0.4130, atom 79 (C): -0.7163, atom 80 (C): -0.1331, atom 81 (H): 0.3731, atom 82 (H): 0.3395, atom 83 (H): 0.3501, atom 84 (H): 0.3868, atom 85 (H): 0.5057

***

(4)
Formula: C6H15IP
Source: OMol25
Level of theory: ωB97M-V/def2-TZVPD

* total charge: +1
* HOMO-LUMO gap (spin up / spin down): 6.3246 / 6.6942 eV

Geometry (Å):
C: -0.721 -2.764 -0.283
C: -1.322 2.910 -0.311
C: 2.096 -0.688 0.977
C: -0.274 -1.370 -0.790
C: -1.088 1.529 -0.873
C: 1.047 0.474 1.245
P: -0.593 0.122 0.229
I: -5.144 -0.093 0.098
H: -0.498 -3.397 -1.009
H: -0.059 -2.981 0.522
H: -1.843 -2.624 0.008
H: -1.829 3.629 -0.933
H: -1.851 2.808 0.722
H: -0.255 3.317 -0.138
H: 3.073 -0.191 1.068
H: 2.104 -1.335 1.737
H: 2.099 -1.186 0.085
H: -0.778 -1.357 -1.845
H: 0.752 -1.249 -1.098
H: -0.316 1.676 -1.661
H: -1.864 1.073 -1.425
H: 1.493 1.430 1.010
H: 0.588 0.472 2.206

Forces on atoms 1 to 6 (eV/Å):
-1.714 4.618 3.455
1.395 -0.089 3.338
0.504 4.934 0.805
-2.081 0.001 -2.850
1.090 -0.231 -0.728
-0.983 -2.027 -2.047

The net atomic charges from Mulliken, expressed in e, are: atom 1 (C): -1.1044, atom 2 (C): -1.0215, atom 3 (C): -1.2318, atom 4 (C): -0.7246, atom 5 (C): -0.5454, atom 6 (C): -0.5112, atom 7 (P): 0.4314, atom 8 (I): 0.0157, atom 9 (H): 0.4636, atom 10 (H): 0.3007, atom 11 (H): 0.2889, atom 12 (H): 0.3756, atom 13 (H): 0.2563, atom 14 (H): 0.2682, atom 15 (H): 0.3419, atom 16 (H): 0.3785, atom 17 (H): 0.3874, atom 18 (H): 0.3608, atom 19 (H): 0.5639, atom 20 (H): 0.3812, atom 21 (H): 0.4916, atom 22 (H): 0.3900, atom 23 (H): 0.4431

***

One value per record, in order, for strongest force on any atom: 2.572, 5.514, 0.655, 6.016 eV Å⁻¹.
One value per record, in order, for ΔE to the lowest compared entry with this formula, charge and spin: 49.6, 163.1, 22.7, 93.7 kcal per mole.